Entry 1:
131
Properties=species:S:1:pos:R:3:mulliken_charge:R:1 method="wB97M-V/def2-TZVPD" e_homo_ev=-6.35 orbital_gap_ev=8.0 total_charge=-1 energy_ev=-74814.063
C 0.220 -0.177 1.604 -1.246
C 1.658 -0.446 1.124 0.682
C 1.846 0.109 -0.280 -1.045
O 2.634 -0.004 1.991 1.042
H 0.039 0.845 1.945 -0.615
H -0.043 -0.889 2.394 0.683
H -0.550 -0.349 0.836 0.571
H 1.717 -1.555 1.040 0.117
H 1.748 1.201 -0.222 -0.251
H 1.078 -0.202 -1.001 0.184
H 2.818 -0.165 -0.691 0.023
C -1.469 -0.371 -6.377 -1.798
C -1.136 -1.801 -5.998 1.739
C -0.521 -2.515 -7.242 -1.257
C 0.928 -2.035 -7.490 -0.688
C 1.740 -2.203 -6.212 -1.464
C 1.131 -1.561 -4.933 2.269
N -0.256 -2.033 -4.850 0.033
O -0.882 -1.614 -3.652 -0.408
C 1.945 -2.157 -3.777 -1.667
C 1.274 -0.024 -4.919 -1.278
C -2.474 -2.561 -5.823 -1.840
H -0.615 0.177 -6.794 0.419
H -1.931 0.315 -5.668 0.160
H -2.099 -0.355 -7.276 0.534
H -0.461 -3.594 -7.121 0.380
H -1.151 -2.168 -8.060 0.384
H 0.857 -1.004 -7.844 0.288
H 1.333 -2.701 -8.256 0.429
H 2.789 -1.913 -6.291 0.470
H 1.769 -3.286 -6.044 0.444
H 3.016 -2.046 -3.933 0.414
H 1.608 -1.682 -2.854 -0.169
H 1.717 -3.219 -3.671 0.452
H 1.948 0.365 -5.686 0.221
H 0.349 0.532 -5.008 0.168
H 1.708 0.279 -3.961 0.252
H -3.181 -2.184 -6.563 0.399
H -2.938 -2.423 -4.844 0.367
H -2.344 -3.631 -5.979 0.405
H -0.852 -0.630 -3.628 0.586
C -3.605 1.519 4.350 -2.203
C -3.421 2.017 2.917 1.895
C -3.462 0.715 2.113 -0.409
C -3.606 0.970 0.611 0.405
C -4.845 1.835 0.347 -1.784
C -4.892 3.127 1.192 1.769
N -4.525 2.926 2.605 0.309
O -4.467 4.113 3.348 -0.470
C -4.074 4.274 0.559 -1.529
C -6.375 3.560 1.137 -1.930
C -2.040 2.675 2.781 -1.543
H -2.845 0.874 4.784 0.157
H -4.598 1.069 4.430 0.522
H -3.670 2.343 5.074 0.452
H -2.524 0.155 2.131 -0.652
H -4.305 0.053 2.326 0.661
H -3.687 0.056 0.018 0.694
H -2.729 1.510 0.231 -0.793
H -5.720 1.208 0.531 0.388
H -4.877 2.191 -0.683 0.490
H -3.025 4.000 0.675 0.269
H -4.239 4.282 -0.521 0.435
H -4.349 5.227 0.999 0.361
H -7.032 2.726 1.374 0.419
H -6.522 4.435 1.776 0.421
H -6.624 3.928 0.137 0.395
H -2.139 3.686 3.181 0.555
H -1.568 2.657 1.801 -0.107
H -1.316 2.256 3.486 0.460
H -5.226 4.029 3.934 0.379
C 3.989 -0.924 5.227 -0.067
C 3.057 -2.087 4.861 -0.351
O 1.878 -1.501 4.309 -0.529
O 5.195 -1.324 5.851 -0.583
H 3.463 -0.212 5.862 0.290
H 4.219 -0.346 4.323 -0.009
H 2.685 -2.680 5.697 0.325
H 3.563 -2.791 4.191 0.243
H 2.106 -1.112 3.439 0.014
H 5.657 -1.982 5.327 0.334
C 4.635 2.659 0.014 0.147
C 5.375 1.384 0.349 -0.188
O 5.228 1.113 1.738 -0.638
O 5.302 3.815 0.503 -0.597
H 3.630 2.652 0.443 -0.164
H 4.505 2.712 -1.073 0.362
H 6.416 1.302 0.038 0.397
H 4.921 0.524 -0.175 -0.060
H 4.299 0.915 1.938 0.171
H 5.368 3.682 1.456 0.360
C -2.584 -3.262 5.063 0.548
O -2.349 -3.304 6.262 -0.657
N -3.219 -4.230 4.326 -0.377
N -2.406 -2.085 4.357 -0.097
H -3.696 -3.951 3.493 0.199
H -3.527 -5.042 4.831 0.221
H -2.046 -1.303 4.871 0.140
H -2.262 -2.132 3.364 0.019
C 5.459 -2.563 0.970 0.385
O 6.558 -3.033 0.703 -0.734
N 5.216 -1.808 2.079 0.030
N 4.319 -2.740 0.219 -0.257
H 5.977 -1.722 2.727 0.174
H 4.465 -1.131 2.127 -0.243
H 3.488 -2.266 0.527 0.180
H 4.322 -3.086 -0.721 0.148
C -1.187 2.188 -2.844 0.621
O -1.293 0.988 -3.022 -0.772
N -1.245 3.161 -3.815 -0.409
N -0.738 2.692 -1.627 -0.269
H -1.873 3.017 -4.586 0.259
H -0.954 4.095 -3.603 0.154
H -0.030 3.402 -1.718 0.306
H -0.519 1.991 -0.934 -0.148
C -0.243 -4.459 0.173 0.389
O -0.323 -5.681 0.264 -0.718
N 0.398 -3.873 -0.890 -0.073
N -0.602 -3.593 1.157 -0.189
H 0.373 -2.877 -1.023 0.092
H 0.648 -4.474 -1.651 0.189
H -0.454 -2.601 1.152 0.302
H -0.958 -3.951 2.025 0.096
C 1.533 3.345 3.471 0.373
O 1.057 4.300 4.103 -0.748
N 2.116 2.307 4.110 -0.252
N 1.434 3.185 2.120 0.065
H 1.938 2.271 5.097 0.225
H 2.291 1.466 3.572 0.130
H 1.708 2.286 1.748 -0.359
H 1.061 3.935 1.574 0.194

Entry 2:
16
Properties=species:S:1:pos:R:3:nbo_charge:R:1 method="wB97M-V/def2-TZVPD" e_homo_ev=-11.30 orbital_gap_ev=12.5 smiles=CC.CC total_charge=0 relative_energy_kcal_mol=25.10 energy_ev=-4341.440
C 0.548 0.094 1.645 -0.598
C 1.349 0.443 2.985 -0.607
H 0.846 0.955 1.052 0.207
H 1.006 -0.779 1.118 0.192
H -0.415 -0.100 1.759 0.196
H 0.660 0.783 3.708 0.209
H 1.847 -0.422 3.224 0.200
H 2.264 1.067 2.715 0.200
C -0.541 0.259 -2.039 -0.611
C -1.498 -0.813 -2.484 -0.606
H -0.011 0.754 -2.814 0.201
H -1.088 1.154 -1.657 0.202
H 0.209 -0.163 -1.367 0.207
H -2.212 -0.932 -1.700 0.204
H -0.967 -1.770 -2.696 0.201
H -1.998 -0.529 -3.447 0.201

Entry 3:
45
Properties=species:S:1:pos:R:3:nbo_charge:R:1 method="wB97M-V/def2-TZVPD" e_homo_ev=-0.10 orbital_gap_ev=4.6 total_charge=-2 relative_energy_kcal_mol=8.84 energy_ev=-48666.868
Ca -19.723 39.309 6.375 1.788
C -19.401 40.568 8.817 0.927
O -20.382 40.870 7.996 -0.963
O -18.469 39.857 8.264 -1.007
O -19.494 40.975 10.020 -0.865
C -21.323 39.592 4.091 0.921
O -21.725 40.307 5.076 -0.909
O -20.389 38.679 4.306 -1.036
O -21.778 39.703 2.896 -0.888
C -16.085 36.364 5.384 -0.641
C -17.561 36.650 5.209 0.084
C -18.394 35.399 5.005 -0.629
O -18.125 37.358 6.315 -0.746
H -15.497 37.285 5.301 0.212
H -15.700 35.742 4.574 0.208
H -15.815 35.923 6.347 0.198
H -17.684 37.257 4.308 0.193
H -18.124 34.882 4.079 0.192
H -19.421 35.749 4.857 0.257
H -18.362 34.671 5.817 0.188
H -17.415 37.594 6.928 0.494
C -21.946 37.122 9.714 -0.642
C -20.964 36.815 8.595 0.083
C -21.225 35.429 8.014 -0.635
O -21.118 37.757 7.517 -0.737
H -22.920 36.661 9.545 0.182
H -22.035 38.202 9.838 0.260
H -21.525 36.699 10.632 0.202
H -19.932 37.011 8.884 0.207
H -21.074 34.524 8.619 0.191
H -20.559 35.175 7.182 0.221
H -22.254 35.396 7.647 0.195
H -22.062 37.807 7.323 0.482
C -16.305 40.229 5.246 -0.632
C -17.261 41.261 4.668 0.109
C -17.451 41.127 3.159 -0.634
O -18.507 41.036 5.319 -0.747
H -15.335 40.216 4.746 0.185
H -16.752 39.238 5.218 0.205
H -16.162 40.456 6.307 0.241
H -16.944 42.270 4.959 0.149
H -18.064 41.968 2.833 0.207
H -17.921 40.164 2.965 0.249
H -16.491 41.224 2.642 0.176
H -19.078 41.801 5.180 0.503

Entry 4:
51
Properties=species:S:1:pos:R:3:nbo_charge:R:1 method="wB97M-V/def2-TZVPD" e_homo_ev=-3.42 orbital_gap_ev=5.9 total_charge=-1 energy_ev=-36841.751
C 2.970 -2.654 0.482 -0.396
C 2.118 -3.112 -0.560 -0.064
C 1.094 -3.403 -1.827 -0.520
C -0.423 -2.893 -1.362 -0.327
O -0.866 -3.881 -0.373 -0.530
C -1.117 -3.307 0.952 0.540
N -1.109 -2.888 2.197 -0.481
P -0.176 -1.144 -0.644 1.160
N -1.632 -0.406 -0.390 -1.328
H 3.529 -2.015 1.321 0.270
H 1.416 -2.819 -2.809 0.239
H 1.118 -4.583 -2.003 0.228
H 0.600 -0.396 -1.611 -0.080
H 0.562 -1.113 0.606 -0.059
H -1.648 -0.154 0.630 0.359
C -4.490 2.834 -1.938 -0.621
C -4.721 3.760 -0.748 -0.381
C -3.425 4.362 -0.202 -0.513
C -2.502 3.250 0.270 0.254
N -1.735 2.328 0.661 -0.315
H -3.878 1.969 -1.664 0.247
H -5.444 2.451 -2.313 0.207
H -3.990 3.365 -2.757 0.196
H -5.234 3.199 0.043 0.206
H -5.392 4.571 -1.054 0.199
H -3.645 5.027 0.640 0.237
H -2.918 4.949 -0.975 0.263
C 1.523 7.087 -1.362 -0.613
C 1.157 5.614 -1.214 -0.386
C 0.196 5.127 -2.301 -0.511
C -1.100 5.918 -2.231 0.319
N -2.175 6.575 -2.174 -0.382
H 0.645 7.733 -1.263 0.215
H 2.233 7.383 -0.583 0.215
H 1.986 7.281 -2.336 0.199
H 0.711 5.457 -0.225 0.220
H 2.074 5.014 -1.253 0.216
H -0.024 4.064 -2.159 0.277
H 0.642 5.252 -3.293 0.243
C 2.255 -6.072 4.157 -0.613
C 1.971 -6.862 2.883 -0.390
C 3.234 -7.459 2.260 -0.498
C 4.200 -6.345 1.889 0.284
N 5.001 -5.422 1.581 -0.335
H 2.901 -5.210 3.963 0.224
H 1.322 -5.689 4.582 0.224
H 2.740 -6.703 4.910 0.188
H 1.475 -6.202 2.160 0.235
H 1.269 -7.670 3.115 0.201
H 2.976 -8.026 1.359 0.247
H 3.724 -8.142 2.962 0.232